282
Properties=species:S:1:pos:R:3:forces:R:3 method="wB97M-V/def2-TZVPD" homo_energy_ev=-7.31 max_force_ha_per_bohr=0.3244 gap_ev=7.6
H -3.608914 -1.423201 3.944846 -0.86 1.01 0.40
H -5.385824 -0.204301 -0.319254 -0.15 -0.03 0.11
H 3.586716 6.775849 0.278896 0.35 -0.05 -0.49
H -3.838244 5.700049 -0.569304 0.32 0.82 0.00
H 5.957296 1.958519 1.345976 -0.20 -1.27 -0.93
H 3.835936 3.074889 -6.597704 -0.56 0.48 -0.02
C -3.183504 -7.003961 3.920996 0.30 0.67 -0.95
H 4.031256 1.429829 -6.467574 -0.56 -0.74 -0.22
H -0.632084 2.728349 -2.220384 -0.49 -1.28 3.89
H -6.013584 1.592539 3.064766 0.38 -0.17 0.00
H -0.662384 -5.031991 -0.490404 0.46 0.01 0.14
C 5.030746 4.759429 -0.807624 -1.10 -0.17 0.21
C 0.945776 -4.999431 -2.655744 1.28 0.68 -1.28
H 1.838236 0.841469 -8.958094 0.47 0.36 0.19
H 0.513346 0.279229 -2.226244 -0.20 0.83 0.12
C 1.874586 -0.884431 -3.758044 1.92 -1.64 4.02
H 0.456246 3.143049 0.824796 3.58 10.66 -0.19
H -1.131694 1.156139 -6.366814 0.93 0.89 0.70
N 4.662446 -1.269541 1.860126 -0.85 -0.03 -3.28
H -2.259944 -2.762001 -7.275704 0.02 0.54 -0.09
H 1.513006 6.450869 1.464456 -0.06 -0.05 0.10
H -0.845784 5.565419 2.096686 -0.58 -0.30 0.12
H 1.688966 3.169829 3.710686 0.96 1.15 -2.17
C 1.867246 2.054219 -7.059294 1.52 0.43 -0.80
H -2.840934 -7.711401 4.676166 -0.38 -0.02 0.06
H -2.036194 0.254559 -4.961074 -1.84 -1.52 -0.80
H 0.061766 -0.835261 1.220396 -0.06 -0.01 -0.52
C 2.210106 -2.263691 -3.093414 1.17 -0.24 -1.78
H 0.848596 3.239449 4.385736 -1.78 -0.02 1.41
H -3.786714 5.205869 1.648276 0.31 0.81 0.42
H 2.555956 0.459799 5.801156 -0.10 0.37 0.49
C -3.676564 -0.874561 -5.888824 0.42 0.12 -0.02
H -2.750694 -2.093371 3.290026 0.87 -1.54 -1.20
H 0.315336 4.499909 -5.544654 0.52 0.62 -0.81
H 4.746256 -3.808121 0.955446 -0.10 0.06 0.07
H 0.282316 -4.748231 5.707066 0.41 0.07 -0.08
H 3.403556 -2.286461 -0.648494 0.11 -0.62 2.45
H 0.902376 -1.900451 -5.541464 -0.58 0.24 -0.22
H -2.306704 -0.767871 -2.333194 0.61 0.49 -0.01
H -0.368554 -3.402091 0.096946 0.96 0.29 -15.03
H -5.042404 -1.083821 2.015716 -0.56 -0.08 0.24
C 2.163586 -4.793761 -3.661014 -1.01 -0.47 1.55
H -4.665824 -4.186231 -4.835164 -0.21 0.71 0.18
H -0.893024 2.903829 -3.251764 0.13 0.32 -3.87
H 3.081676 -5.003641 -3.112234 0.23 0.03 -0.06
H 1.795226 -0.162221 0.722496 0.75 0.43 0.09
C 4.350986 4.731209 0.628006 1.97 1.36 -0.42
H -0.421744 -2.741151 -2.973724 0.70 0.03 0.18
N 1.412376 2.065509 -5.645714 0.40 1.69 -1.39
H 4.186046 -3.129951 -2.581364 0.08 0.01 0.24
H 4.358776 -3.799431 2.716766 0.31 -0.34 -0.10
H 0.063396 4.148439 2.256806 0.21 -0.15 0.01
H 5.536796 4.501369 2.480396 0.24 0.13 0.03
H -4.397624 3.730849 3.545096 -0.54 0.03 0.33
H -1.815744 6.907669 1.907346 -0.59 0.26 -0.27
N 1.165166 -2.590141 -2.070094 1.76 -2.04 -3.21
C -3.090204 2.113169 3.192266 -0.49 -2.05 1.45
O 0.115116 6.535679 -0.123974 -2.54 0.04 -0.46
C -3.603764 -3.971111 -4.717484 0.77 -1.62 -0.11
H 1.549366 6.004479 3.164416 -0.19 -0.36 0.08
H 4.335476 -1.493351 -3.227514 -0.36 -0.08 -0.47
H 0.827336 -0.736161 -4.021424 4.88 -1.94 5.91
H -1.784924 3.821839 2.990136 -0.32 0.17 -0.26
H 5.142116 6.821109 1.176376 0.45 -0.48 -0.79
H 3.433286 1.367629 -0.006324 1.39 -1.13 0.51
H 1.234876 -1.939251 5.154566 -0.17 0.25 0.12
O 0.317206 0.674469 7.333826 0.24 0.01 -0.68
C -4.779964 0.684339 -0.142214 0.00 0.10 0.72
H -3.471994 -0.971351 1.561086 -0.53 1.38 0.33
C -0.411304 -4.017921 -0.801404 1.09 -0.99 -5.09
C -2.108314 -2.394881 2.462656 0.02 -4.58 3.12
N -1.813934 0.547149 0.250836 -0.67 0.14 -1.79
C -2.194324 -0.432811 -5.792104 -2.88 -2.96 -0.15
C -3.777514 -0.398641 3.613256 -3.47 2.93 -1.73
H 2.030806 -5.360671 -0.150244 -0.14 -0.16 -0.08
H -0.702984 -6.789431 5.197596 -0.80 -0.33 0.55
H 4.020736 0.715229 3.633896 1.04 -0.15 -0.58
O -3.051174 -4.902751 1.962196 -3.54 -0.62 -3.32
H 0.309016 4.842089 0.647356 0.86 -0.83 0.57
C -0.290114 -4.038361 1.635816 0.80 -0.40 3.69
C 0.115546 2.520699 -5.217764 -1.61 0.22 0.20
O 1.922786 1.035189 -4.857764 -0.52 2.12 -1.54
C -0.283224 3.732939 -6.036174 0.30 1.79 0.40
H 2.185156 2.762989 -0.190934 0.28 -0.46 -0.43
H 0.490956 0.562139 -7.933264 -0.11 0.07 0.10
C 0.155836 -1.106371 -5.555854 -1.82 -0.84 -0.56
C 2.449516 3.565979 3.037836 0.52 -1.13 -0.68
H 4.455166 0.251769 -0.742444 0.42 -0.67 0.10
H -3.384744 2.884089 0.341766 -3.49 -0.28 4.42
C -4.677694 0.888589 1.428656 -0.10 0.25 1.25
C 2.328526 -2.044481 2.718296 1.19 0.39 0.58
C 3.799486 0.349139 0.122836 0.49 0.72 0.54
H 0.776066 -5.210721 4.082776 -0.04 -0.50 0.02
C -2.983054 5.093499 -0.271204 -3.44 1.80 -1.56
H 5.065706 3.761769 -1.245294 0.38 -0.21 0.28
H 2.824056 2.581069 2.758956 -0.54 1.68 0.07
C -4.075584 -1.504301 -4.603254 0.01 -1.63 2.19
H -0.967154 -0.451071 2.290946 1.28 0.88 1.43
H -3.092024 4.123929 -0.757174 -2.34 3.08 -0.32
H -3.360954 3.410129 4.935156 0.09 -0.14 -0.03
H -3.826834 0.518749 -0.644434 0.01 -0.05 0.50
O 3.000226 2.822109 0.312816 -0.15 0.59 0.00
C -0.657174 -0.888841 5.779746 1.20 -1.73 -0.33
C 0.656396 4.079859 1.344806 2.57 6.67 3.34
H 0.284376 2.593929 1.242566 -3.05 -8.48 3.68
H -2.458874 -0.306321 6.756146 0.06 0.32 0.32
H -2.677534 -2.528151 1.542696 -3.42 -5.51 6.88
H -0.690804 0.707889 -4.648594 -0.14 1.17 -1.97
C 2.079626 5.903179 2.217496 0.12 0.33 -1.18
H -3.141764 -4.163991 -5.685704 -0.02 0.28 -0.07
C -1.327734 -2.576561 -6.742134 0.73 -1.39 -0.09
H -2.248814 3.298729 1.050016 3.95 -3.09 -3.40
C -2.453844 -1.931581 0.013906 0.11 2.62 -1.92
H -0.884524 1.643569 3.470136 3.39 -3.83 1.02
C 2.097876 4.367979 1.758886 -0.26 2.24 2.26
H 2.188966 -3.639391 0.371086 -0.93 -2.15 -0.80
H 3.089196 -4.185281 -0.940664 0.05 -0.40 -0.09
C -0.099614 3.651269 -7.533214 1.41 -0.90 -0.69
H -1.257494 -2.176721 4.107916 -0.71 4.53 0.24
H 2.846896 1.297749 4.299696 -1.47 0.49 1.10
C -0.014604 -1.176531 0.188016 -6.64 2.88 8.61
H 6.660046 0.374179 0.743306 -0.53 0.20 -1.12
C -0.995874 6.084019 0.110036 1.61 1.59 0.46
H 2.429906 -0.614591 -4.656324 0.26 -1.44 0.58
C 0.088456 2.886469 -3.725564 1.42 1.79 -1.52
H -0.296014 1.370329 7.581466 0.10 0.08 0.55
C -0.369084 -0.485621 3.201556 1.66 0.68 3.08
O 5.456936 -1.538551 2.931606 -0.08 -0.01 1.26
C 5.972236 0.871639 1.427076 1.01 -1.25 0.24
H 0.754086 1.261009 2.835646 0.06 0.63 -0.14
H -4.347614 -2.802031 -2.094894 -0.29 0.17 -0.40
C -1.245454 1.791449 -0.311524 -0.14 1.48 0.12
H -4.690564 2.274099 4.645236 -0.32 0.42 -0.06
C -0.559114 -3.541421 4.102966 0.45 -3.91 -1.46
C -1.248274 -5.909531 4.856236 2.72 1.50 -0.70
H 1.284816 -3.147101 -4.798264 0.23 -0.90 0.24
C 3.452556 2.155149 -7.039524 -0.40 0.57 -0.01
H -1.276444 4.128459 -5.823624 -0.41 -0.72 0.28
H 0.779936 -0.726551 -0.407234 -2.69 5.57 7.12
N -3.612444 1.877799 1.802506 -4.38 2.85 1.02
H 6.018746 5.217499 -0.761604 0.10 -0.34 0.31
H 0.590746 2.985919 -0.379574 -0.77 -0.47 -1.33
C -3.974184 2.941119 4.165676 0.42 -0.79 -1.02
H -1.182464 -2.938421 4.763226 0.19 -3.77 1.22
H -1.017634 -8.088401 2.831866 0.04 0.04 0.31
H 2.150296 -0.996681 2.960056 0.16 -0.48 -0.68
H 4.511756 5.340969 -1.569574 -0.55 0.26 0.31
C 0.626906 1.191769 4.977536 2.09 -0.11 -0.06
H 1.917226 -2.423791 0.237736 1.42 1.35 0.99
H -5.073954 -1.941371 -4.621774 -0.13 -0.06 -0.35
H 2.580536 -2.492871 3.679306 0.43 -0.17 0.21
C -2.699764 0.660179 3.757766 -2.37 2.83 1.23
C -3.153094 -2.689911 -4.043104 -1.12 1.02 0.05
H 3.973316 2.051379 2.449406 0.75 -1.34 0.15
H -1.074374 2.252489 2.424736 -1.22 1.67 -0.89
O -1.769164 5.512939 -0.836304 0.65 1.93 -0.78
H -2.756314 -2.049481 -2.009504 -1.06 -1.58 -0.53
C -1.259134 -1.116921 4.362716 2.87 1.28 1.08
H -2.531394 0.890119 4.809846 -0.11 0.08 0.33
N -0.122864 0.479279 6.000066 -1.84 -0.52 -1.13
H -0.127134 -5.064861 1.307436 -0.82 0.13 0.23
C -2.806894 5.028979 1.204696 -0.90 2.13 2.21
H -6.455244 2.106859 1.478436 -0.27 -0.15 -0.14
H 2.701576 0.882359 2.573626 0.22 -0.37 -0.73
H -4.660374 -0.012371 4.122616 -0.20 -0.22 0.53
C 3.985716 -3.609061 1.710456 -0.27 0.05 1.10
H 0.708686 2.284919 -3.061064 0.14 -0.31 -0.79
H 0.368856 -1.096641 -1.256774 -0.50 -1.51 -3.64
H 3.455736 7.603049 2.667756 -0.35 0.25 -0.64
H -0.680284 -1.557281 -2.219904 -1.33 -0.34 0.32
H 0.853216 1.378809 0.110936 -0.14 -0.49 -0.06
H 1.390936 -2.544711 2.475816 0.76 0.50 -0.54
H 2.082666 -0.009731 -7.401744 -0.08 -0.38 -0.38
H 3.803756 2.163199 -8.071364 0.07 -0.22 -0.04
H -1.745284 0.220199 3.468826 -2.60 2.61 -0.61
H 2.611326 1.479319 -4.357504 0.35 -0.07 0.33
H 0.019826 -2.265681 0.213616 0.17 2.68 0.67
C -0.549434 0.420429 -2.422874 -0.93 2.52 1.13
C -1.323844 -0.753571 -1.862144 0.05 2.38 0.57
H -3.840994 -1.555381 -6.724024 0.12 -0.09 -0.05
C -1.302054 -1.644641 -5.509284 0.03 -0.64 -2.55
C 1.554526 0.799209 -7.906514 -0.35 -0.26 0.85
H -1.302624 -6.919941 1.572616 -0.11 0.11 -0.01
H -0.282834 3.129759 5.674176 -0.17 -0.31 0.43
H -2.275414 -0.725391 4.318156 2.57 -2.46 1.75
C -1.437084 -0.776541 -0.290464 0.76 -0.70 -1.67
C 4.580146 0.165789 1.520486 -1.04 1.23 -0.10
O -0.828074 -3.210771 -3.705824 -1.62 -0.29 -2.30
H -2.786204 0.984509 1.767216 0.40 0.50 -1.41
C -0.012964 0.995629 3.563176 1.59 -2.68 1.29
H 2.050886 -5.601101 -4.384614 0.21 0.39 -0.51
C 1.011276 -3.963961 -1.518674 -1.31 -0.64 0.88
O -3.796404 3.105679 1.180236 -10.88 -2.32 6.48
C 2.542096 -0.444361 -0.019594 3.70 -0.04 2.05
C -2.176644 3.050779 -0.008954 9.99 -5.86 -3.05
H 0.068606 -4.910241 -3.296614 -0.05 0.32 0.49
O 1.127826 -1.649211 -1.056174 1.62 -9.43 -13.66
C 3.446846 6.568559 2.324466 -0.26 -2.01 0.90
H -0.305024 4.537069 -8.134284 -0.63 0.15 0.49
H 0.975186 -1.976971 6.877116 -0.01 0.51 0.23
C 4.204156 6.285139 1.031266 -0.44 -0.52 0.79
H -2.617614 4.010319 1.543226 -0.56 5.38 1.85
H -3.261824 -4.786051 -4.079474 0.20 -0.30 -0.10
H 4.989956 2.996009 1.843586 -0.17 0.94 -0.13
H -4.399864 -0.072011 -6.033204 0.33 0.47 -0.29
H -2.323954 -2.071721 1.087026 3.39 4.23 -7.25
C 3.785886 0.988999 2.605306 1.32 -1.31 -1.53
C -4.207294 -0.390871 2.118276 -0.76 -2.99 -0.10
H -0.630444 2.800219 -7.959864 -0.74 0.14 0.07
C 0.459216 -2.006511 5.917416 0.35 0.62 1.43
H 2.018046 4.133809 -7.601544 -0.15 0.31 0.32
H -0.661514 0.405869 -3.507004 0.09 -0.23 1.69
N -1.753124 -2.310611 -4.290024 0.24 1.15 1.03
H -3.974064 -6.346131 4.282056 0.12 0.00 0.43
H -1.388874 -1.597821 2.275096 -0.98 -1.67 -0.25
H -6.697494 0.389069 2.005496 -0.19 0.15 -0.30
H -1.830244 3.957509 -0.504874 2.59 -3.39 -0.04
H 0.000906 -6.614641 2.735196 0.17 -0.42 -0.27
N 3.001446 4.162119 0.613616 -0.14 2.92 0.53
C 0.665526 2.720149 5.326436 -0.75 0.00 -0.27
H -1.246934 -3.800991 -1.466814 0.75 0.32 -0.31
H -2.454664 -1.986981 6.621816 0.43 -0.49 -0.59
C -1.908244 -6.179061 3.541666 -0.72 -0.50 -0.38
H -4.193574 -0.770731 -3.805714 0.44 0.47 0.08
C 1.348396 3.313199 -7.858964 1.01 -0.21 1.37
H -1.907474 -5.391501 5.552806 -0.29 -0.71 0.23
H -1.414274 -1.303881 7.817476 0.13 0.30 -0.01
H -3.481154 -1.567771 -0.005514 0.04 -0.14 -0.92
H -0.479074 -2.355961 -7.389594 -0.51 0.58 -0.65
H -1.176314 2.747279 4.079236 -1.34 0.57 0.23
H -0.453204 -3.471311 0.719316 -2.33 -2.11 15.19
C 0.148886 2.201419 0.234756 -2.33 -10.06 -5.95
H 0.071366 -3.023771 5.864026 0.18 0.94 0.67
H 2.169626 -0.291131 4.353526 -0.36 0.43 0.12
H -3.810754 -4.506561 2.395406 -0.86 -0.10 -0.99
H 1.454676 3.156829 5.938526 0.15 -0.80 0.45
H 0.839646 -6.002791 -2.243304 0.65 -0.06 0.20
H -1.945194 1.919979 -5.038244 0.10 0.33 0.20
H 3.034296 -3.214851 -4.862654 0.13 0.13 0.03
H 0.529476 -1.033591 2.917986 -0.76 0.05 1.00
C -1.673414 5.915239 1.479636 1.70 2.34 -0.43
C 5.406706 3.957789 1.544606 -1.63 0.56 0.55
H 3.090676 -4.213361 1.562686 0.66 -0.48 0.34
H 3.873106 6.066579 3.193046 0.84 -0.20 0.02
C 3.707266 -2.151821 -2.627624 -0.97 0.23 0.25
C -1.145404 1.838509 -1.855994 -0.34 -4.18 2.45
C 3.479246 -2.183401 1.710396 0.67 0.99 -2.80
C 2.115936 0.687599 4.830286 -0.41 -0.38 1.51
H 3.147856 4.016099 3.743396 0.39 0.31 -0.33
H 2.034396 -0.101821 -3.016374 0.90 -0.08 0.17
C -6.042664 1.260179 2.027076 -0.02 0.44 -0.31
N -2.231624 -4.853851 2.977516 2.06 0.19 3.93
H -5.255324 1.497179 -0.691244 -0.30 0.30 0.44
H 0.446486 -0.474941 -6.395454 -0.98 -0.30 0.13
H -1.009854 -3.581391 -6.463974 -0.11 -0.26 0.61
C 2.175816 -3.354871 -4.205764 -0.57 -0.41 0.30
C -1.774794 -1.153801 6.799836 -0.25 0.41 0.24
C -1.003854 -7.020071 2.616076 0.00 0.38 0.12
H 6.376006 3.684459 1.127666 -0.09 0.75 -0.39
H -3.625914 -7.550361 3.088036 0.21 -0.05 -0.14
H 0.736316 -3.783951 1.900056 -0.27 -0.05 0.36
C -0.987974 1.495519 -5.341014 2.27 2.45 -0.52
C 2.113696 -4.323271 -0.474334 -0.30 -1.02 -1.15
H 0.367766 -0.558901 -4.637444 -4.24 1.04 -6.11
H -3.179574 2.844069 -0.382444 3.00 -2.03 -7.77
H 4.865466 -1.274051 3.639986 0.41 0.01 1.24
C 2.879776 -1.912361 0.231156 -0.17 1.20 3.66
H 2.062006 -0.517661 -0.995414 2.60 2.76 0.50
H 0.393306 3.898639 -3.459694 0.58 0.57 -0.62
H 3.652896 -1.689821 -1.641884 0.98 0.37 -1.68
H -2.153944 1.854239 -2.269134 -0.42 0.16 -0.10
O -1.942134 0.540059 1.659446 5.07 -2.47 -4.57
H -2.970704 -3.839631 -2.137814 0.16 0.06 -0.21
C -1.732254 2.743709 3.141676 -1.25 4.41 -1.04
H 6.681626 0.768439 2.248176 -0.79 -0.37 1.22
H 1.531006 3.190959 -8.926584 -0.22 -0.44 -0.02
H 0.243716 -2.855411 3.832846 0.00 -0.70 0.43
C -1.303674 -3.771351 2.760146 0.71 0.80 1.28
C -3.323814 -2.861431 -2.464224 -0.11 0.50 -2.08
H -2.376174 -2.865371 -0.542954 0.27 0.79 0.78
C -0.072744 -4.888951 4.686166 -0.66 0.73 -0.01
H -1.878374 -0.042201 -6.759414 -0.49 -0.47 0.21